{
  "formula": "C27H64N6O4P2",
  "method": "wB97M-V/def2-TZVPD",
  "elements": ["P", "P", "O", "O", "O", "O", "N", "N", "N", "N", "N", "N", "C", "C", "C", "C", "C", "C", "C", "C", "C", "C", "C", "C", "C", "C", "C", "C", "C", "C", "C", "C", "C", "C", "C", "C", "C", "C", "C", "H", "H", "H", "H", "H", "H", "H", "H", "H", "H", "H", "H", "H", "H", "H", "H", "H", "H", "H", "H", "H", "H", "H", "H", "H", "H", "H", "H", "H", "H", "H", "H", "H", "H", "H", "H", "H", "H", "H", "H", "H", "H", "H", "H", "H", "H", "H", "H", "H", "H", "H", "H", "H", "H", "H", "H", "H", "H", "H", "H", "H", "H", "H", "H"],
  "xyz": [[0.484448, 4.298601, -0.555726], [-0.839713, -2.184117, 3.939623], [-0.947052, -1.024907, 3.022178], [-0.325301, -4.273099, -2.896201], [1.403540, 3.180189, -0.867653], [1.307692, -5.684283, -2.274949], [-1.287321, -2.702152, 5.528332], [-0.691431, 4.244645, -1.771841], [1.514263, 5.682884, -0.786109], [-0.448108, 4.966467, 0.737584], [0.802567, -2.585467, 3.947020], [-1.740182, -3.399221, 3.084744], [-1.465090, 3.011841, -1.768019], [-1.779836, -2.219197, -3.256041], [4.538525, -0.036843, -2.767317], [-4.064118, -1.076756, -2.667725], [3.139798, 0.630400, -2.673689], [-3.017786, -2.174349, -2.350216], [0.976745, -0.790566, -2.373788], [2.864589, 5.419161, -0.294601], [-0.618150, -2.895597, -2.536127], [5.149169, -0.387488, -1.393832], [1.452078, -3.298975, -1.686635], [-4.814271, -0.766986, -1.347797], [0.782454, -2.284400, -2.619132], [4.978590, -1.870471, -0.994167], [-2.912824, -2.842604, 2.411868], [0.860229, -4.578095, -2.279642], [-1.077245, -4.302599, 2.151423], [-2.112288, -1.710064, 6.240797], [1.355513, -3.894663, 4.222681], [-1.479896, 5.361529, -2.246630], [-0.248804, 4.251672, 2.012261], [-0.452424, 6.402853, 0.964434], [1.578758, 6.341400, -2.084433], [1.651117, -1.524258, 4.470701], [-1.825020, -4.038164, 5.733392], [1.990311, -0.146911, -3.352257], [-3.447994, 0.225328, -3.162748], [1.442114, 0.570669, -3.965238], [-2.192194, -1.971356, 7.296500], [-5.262601, 0.224921, -1.409664], [-2.743020, -2.105086, -1.297375], [1.105214, -3.180320, -0.653507], [0.035069, -0.248307, -2.442261], [3.460455, 4.828894, -0.999212], [-2.244744, 3.013786, -0.991623], [0.742832, 4.437286, 2.443923], [-3.627041, -3.638798, 2.192374], [-1.900618, -4.190342, 6.813171], [-4.824402, -1.476416, -3.340818], [5.214494, 0.694246, -3.209749], [-1.207431, 6.603834, 1.728828], [2.534586, -3.263710, -1.607862], [4.712652, 0.257064, -0.631939], [2.892895, 0.902620, -1.648338], [-1.942949, 2.868938, -2.738341], [5.912780, -2.333650, -0.685100], [-2.985125, 0.094577, -4.142486], [1.375006, -0.667932, -1.364939], [4.481212, -0.920532, -3.402353], [6.219281, -0.178903, -1.423729], [1.156847, -2.589795, -3.604215], [-2.813165, -4.184770, 5.290262], [4.227705, -1.984284, -0.212884], [-1.153370, -4.804361, 5.352169], [0.507547, 6.793989, 1.310914], [-1.001247, 4.557537, 2.739849], [-0.875001, 6.233880, -2.455854], [1.337064, -4.155555, 5.291549], [-1.944523, 5.083575, -3.195122], [-1.649318, -0.723253, 6.184458], [-3.422967, -2.106270, 3.034331], [2.836116, 4.872915, 0.649152], [2.419130, -0.868574, -4.048417], [-5.571627, -1.512624, -1.112428], [-1.820966, -4.824593, 1.547844], [-0.824851, -2.957973, -1.459473], [4.630086, -2.430782, -1.863185], [3.372573, 6.368973, -0.112324], [-2.673103, 0.554009, -2.468041], [-4.210478, 0.992575, -3.288119], [-2.639392, -2.349119, 1.471218], [-3.522824, -3.136521, -2.469165], [2.680818, -1.672233, 4.142469], [2.431700, 7.021872, -2.099335], [-0.751792, 6.949743, 0.072645], [-4.088509, -0.724674, -0.533519], [1.325452, -0.556078, 4.091065], [-2.284041, 5.649364, -1.552552], [-1.985005, -2.845495, -4.125102], [-0.400943, -3.769389, 1.468898], [0.856001, -4.677346, 3.666303], [-1.413532, -1.233301, -3.523391], [-0.531377, -5.095343, 2.658179], [1.688618, 5.637194, -2.919214], [-3.126013, -1.635477, 5.827246], [2.396980, -3.910933, 3.895115], [1.635920, -1.489348, 5.570058], [-0.812715, 2.154744, -1.596218], [3.230365, 1.575387, -3.211356], [-0.358593, 3.175848, 1.863981], [0.708436, 6.970265, -2.257810]],
  "forces_ev_per_a": [[0.4, 3.6, -3.0], [0.8, -4.0, -2.4], [-0.6, 1.6, 2.2], [-0.1, 0.0, 0.2], [-0.9, -1.4, 2.2], [0.0, -0.1, 0.0], [-0.8, 2.5, 0.2], [0.4, 0.0, -0.4], [-0.5, 0.1, -0.4], [0.8, -2.2, 1.2], [0.0, 0.0, -0.6], [0.3, -0.5, -0.1], [0.1, -0.3, 0.1], [0.5, -1.1, 0.5], [-0.2, 0.6, 1.0], [-0.2, 0.0, 1.3], [0.3, 0.0, -0.8], [-0.5, 0.0, -0.9], [0.7, -0.5, 0.0], [0.0, -0.1, 0.2], [0.4, 0.3, 0.7], [0.2, -0.7, -0.2], [0.1, 0.1, 0.0], [0.3, 0.2, -0.3], [-0.1, -0.3, -0.1], [-0.3, 0.3, -0.3], [-0.1, 0.3, 0.1], [0.2, 0.0, 0.1], [0.2, 0.0, 0.0], [0.1, 0.2, 0.0], [-0.1, -0.1, 0.5], [-0.3, 0.1, 0.3], [-0.1, -0.2, 0.0], [-0.1, 0.3, -0.1], [0.0, 0.0, -0.1], [-0.1, 0.3, 0.0], [0.1, -0.3, 0.0], [-0.1, 0.6, 0.4], [0.0, -0.5, -0.6], [0.0, -0.1, -0.1], [0.0, -0.1, 0.0], [-0.3, -0.1, 0.0], [0.2, 0.2, 0.0], [-0.2, 0.0, 0.0], [-0.1, 0.0, 0.2], [0.0, 0.0, 0.0], [-0.1, 0.0, -0.1], [0.0, 0.0, 0.1], [0.1, -0.1, 0.0], [0.0, 0.1, 0.0], [0.2, 0.2, -0.4], [0.0, -0.2, -0.3], [0.0, -0.1, 0.0], [0.1, -0.4, -0.5], [0.1, 0.1, 0.0], [-0.1, -0.1, 0.0], [0.0, 0.1, 0.0], [0.0, 0.0, 0.2], [0.1, 0.1, 0.0], [-0.3, 0.1, 0.1], [0.2, 0.0, -0.1], [0.0, 0.1, 0.0], [-0.1, 0.5, -0.2], [0.0, 0.0, 0.0], [0.1, -0.1, 0.1], [0.0, 0.1, -0.1], [0.0, 0.0, 0.0], [0.0, 0.1, -0.1], [0.0, 0.0, 0.1], [0.0, 0.0, 0.0], [0.0, -0.1, 0.0], [0.0, 0.0, -0.1], [0.0, 0.0, 0.0], [0.0, 0.0, 0.0], [-0.1, -0.2, 0.1], [0.0, 0.0, 0.1], [-0.1, 0.2, 0.0], [-0.5, 0.3, 0.0], [0.0, -0.1, 0.0], [0.0, 0.0, 0.0], [-0.1, 0.2, 0.1], [0.0, 0.1, 0.2], [-0.1, 0.1, 0.0], [0.0, -0.1, 0.3], [0.0, -0.1, 0.0], [0.1, -0.1, 0.1], [0.1, 0.0, -0.1], [-0.1, 0.0, 0.1], [-0.1, 0.0, 0.0], [0.0, 0.0, 0.0], [0.0, 0.5, -0.4], [0.0, -0.1, 0.0], [-0.1, 0.0, 0.1], [-0.2, 0.1, -0.3], [0.0, 0.1, 0.0], [0.0, 0.0, 0.0], [0.0, 0.0, 0.1], [0.0, 0.1, 0.0], [0.1, 0.0, 0.0], [0.0, 0.1, 0.0], [-0.1, 0.1, 0.2], [0.0, 0.0, 0.0], [0.1, 0.0, 0.0]],
  "smiles": "CCCCCC[C@H]1CC(=O)O[C@@H]1CCC(C)C.CN(C)P(=O)(N(C)C)N(C)C.CN(C)P(=O)(N(C)C)N(C)C",
  "fmax_ev_per_a": 4.8,
  "charge": 0,
  "homo_energy_ev": -8.6,
  "e_tot_ha": -2379.33558,
  "gap_ev": 9.210
}